(1)
Below is an isolated ion of composition C10H7O3S and charge -1, with properties calculated with ωB97M-V/def2-TZVPD.

Atoms and positions in Å:
C 3.34939 -0.26925 0.51490
C 3.20640 1.07757 0.37307
C 2.21846 -1.03725 0.57615
C 1.91883 1.64085 0.23495
C 0.97493 -0.49045 0.42293
C 0.73481 0.86310 0.19533
C -0.13131 -1.32988 0.64653
C -0.71114 1.34593 0.00591
C -1.55380 0.27577 0.35455
C -3.52215 -0.69301 -1.42899
O -0.34145 -2.49456 0.91587
O -0.85590 2.46392 -0.44913
O -3.91403 -0.64050 1.13236
S -3.28633 0.26865 0.10487
H 4.27091 -0.73279 0.40411
H 4.07098 1.67090 0.33479
H 2.23472 -2.06096 0.61753
H 1.94634 2.58394 -0.17590
H -2.75738 -0.21224 -2.09614
H -4.55409 -0.53062 -1.53457
H -3.29819 -1.69909 -1.14913

Output
- energy (eV) = -27457.1315
- molecular weight (g/mol) = 207.23
- ⟨S²⟩ = 2.0379
- HOMO-LUMO gap (spin up / spin down) (Ha) = 0.1905 / 0.2390
- lowest unoccupied orbital energy (spin up / spin down) (eV) = 3.286 / 1.851
- total charge = -1
- multiplicity = 3
- E_HOMO (spin up / spin down) (eV) = -1.9 / -4.7

Löwdin atomic charge list, values in e, 6 entries: C -0.12; C -0.12; C -0.05; C -0.02; C -0.24; C -0.11

(2)
Below is C10H8ClN2O6PbS6 as an isolated structure, with properties calculated with ωB97M-V/def2-TZVPD.

Atoms and positions in Å:
Pb -1.47259 -1.31071 0.70903
S 0.45999 -6.36334 5.96415
C 0.00844 -5.26988 4.81505
S 0.40113 -5.41670 3.14318
C -0.36354 -3.94606 2.56775
C -0.98078 -3.20212 3.50800
S -1.84748 -1.70777 3.28580
S -0.90617 -3.84563 5.13962
S -0.26061 -3.61091 0.86005
O 2.15179 0.59754 1.45506
C 1.78613 1.13277 0.45625
O 0.82147 0.54268 -0.34895
C 2.19836 2.40713 -0.14731
C 3.14942 3.28379 0.35856
C 3.42385 4.44107 -0.34325
C 2.74934 4.71557 -1.53721
C 1.80047 3.84900 -2.04641
C 1.53508 2.68351 -1.33257
S 0.39543 1.42838 -1.70109
H 3.64919 3.04618 1.28978
H 4.16115 5.13953 0.03068
H 2.96988 5.63076 -2.07333
H 1.27534 4.07027 -2.96714
O -3.90388 0.20098 -2.34483
Cl -3.99836 0.54726 -0.94381
O -4.05170 -0.69109 -0.16109
O -5.17632 1.31989 -0.69169
O -2.81421 1.28937 -0.55266
N -1.74574 -1.84058 -3.23857
N -0.88036 -2.04895 -2.10676
H -1.32101 -1.16868 -3.86484
H -2.57946 -1.38383 -2.88124
H -0.03480 -1.49770 -2.19455
H -0.59944 -3.02174 -2.10566

Output
- energy (eV) = -108542.2771
- molecular weight (g/mol) = 687.24
- HOMO-LUMO gap (Ha) = 0.2346
- lowest unoccupied orbital energy (eV) = 1.674
- total charge = -1
- multiplicity = 1
- E_HOMO (eV) = -4.7

Löwdin atomic charge list, values in e, 6 entries: Pb 0.98; S 0.46; C -1.54; S 0.87; C -1.17; C -1.17